Entry 1:
DFT (the ωB97M-V functional and the def2-TZVPD basis) results for the ion C16H25ClF6N3O2 with charge +1 at a distorted geometry.

Results
Molecular weight = 440.8 g mol⁻¹
SMILES = CC[C@@H](Cl)N1C[C@@H](F)N(CCCOC(C)=O)/C1=[NH+]\CCCC(F)(F)C(F)(F)F
Charge = +1
HOMO level = -12.6 eV
HOMO-LUMO gap = 0.34014 hartree
LUMO level = -3.342 eV

Each line ends with the Löwdin charge.
Atoms and positions in Å:
C -5.32915 -1.42629 1.03472  -0.10
C -4.93714 -2.37719 -0.20011  -0.23
C -3.34141 -2.60080 -0.32302  -0.60
Cl -2.89224 -3.50821 -1.87555  0.59
N -2.68391 -1.27568 -0.33808  -0.09
C -3.21471 -0.22459 -1.23729  -0.04
C -2.12403 0.92345 -0.88907  -0.22
F -2.78601 1.77157 0.04153  0.00
N -0.93495 0.18486 -0.35390  0.04
C 0.12479 0.49080 -1.36917  -0.15
C 0.59937 2.04276 -1.33513  -0.10
C 0.58164 2.67866 0.12647  -0.18
O 0.59833 4.11846 -0.02913  -0.05
C 1.86855 4.66575 0.23672  -0.43
C 1.86985 6.17640 0.79406  0.01
O 2.95548 4.10849 0.04313  0.06
C -1.27220 -1.20963 -0.10879  -0.17
N -0.53703 -2.23019 0.29180  0.12
C 0.94196 -2.04693 0.54754  -0.11
C 1.66682 -2.67721 -0.76144  -0.16
C 3.23465 -2.37774 -0.81676  -0.05
C 3.69161 -1.85403 -2.24467  -0.33
F 2.97601 -0.72853 -2.69441  0.07
F 5.05037 -1.43969 -2.15819  0.07
C 3.64319 -2.94061 -3.40289  -0.37
F 2.39595 -3.53070 -3.59652  0.11
F 4.55619 -3.98881 -3.18179  0.11
F 4.01218 -2.37679 -4.63961  0.11
H -5.27558 -1.97660 2.02500  0.09
H -6.40885 -1.07696 0.88428  0.09
H -4.70996 -0.46113 1.06296  0.07
H -5.41264 -3.38715 -0.00791  0.12
H -5.37025 -1.92559 -1.15228  0.11
H -2.96792 -3.19517 0.58363  0.13
H -4.27385 0.14021 -1.10248  0.15
H -2.90862 -0.60489 -2.27834  0.14
H -2.02272 1.43791 -1.88934  0.17
H -0.25724 0.30138 -2.43763  0.15
H 1.07402 -0.11840 -1.27067  0.09
H -0.15997 2.61775 -1.95770  0.12
H 1.62214 2.19698 -1.79653  0.13
H -0.36783 2.43782 0.72322  0.13
H 1.44462 2.25752 0.72897  0.14
H 0.89829 6.64468 0.40053  0.09
H 2.72064 6.71652 0.27718  0.09
H 1.91622 6.20179 1.92457  0.10
H -0.88743 -3.18110 0.46317  0.16
H 1.21179 -0.94334 0.65101  0.13
H 1.25915 -2.65199 1.46770  0.15
H 1.38657 -3.77210 -0.83167  0.13
H 1.15834 -2.15001 -1.64695  0.11
H 3.77176 -3.37465 -0.64534  0.15
H 3.52337 -1.57995 -0.06619  0.14

---

Entry 2:
DFT (the ωB97M-V functional and the def2-TZVPD basis) results for a structure of composition C16H25ClMoOS at a distorted geometry.

Results
Spin multiplicity = 3
Molecular weight = 396.8 g mol⁻¹
Expectation value of S² = 2.025
Charge = +2
HOMO level (alpha / beta) = -13.5 / -13.5 eV
HOMO-LUMO gap (alpha / beta) = 0.19849 / 0.19895 hartree
LUMO level (alpha / beta) = -8.131 / -8.131 eV

Each line ends with the Löwdin spin population.
Atoms and positions in Å:
C 0.05402 0.29149 -5.72268  0.00
C 1.41760 0.76254 -5.45086  0.00
C -0.19959 -1.15027 -5.83769  0.00
C -1.07723 1.19996 -5.49273  0.00
Cl -0.19863 -0.20529 -0.95178  0.15
H -0.24977 -1.53459 -6.86878  0.00
H -1.16800 -1.36759 -5.35767  0.00
H 0.61209 -1.68646 -5.31764  0.00
H 1.96598 1.08989 -6.34544  0.00
H 1.99394 -0.05412 -4.99232  0.00
H 1.37052 1.61625 -4.75853  0.00
H -1.45896 1.68546 -6.40256  0.00
H -0.76289 1.98957 -4.79298  0.00
H -1.90689 0.62502 -5.05488  0.00
C 1.14911 -1.83913 2.63304  -0.02
C 0.59624 -2.88301 1.77576  -0.01
C 1.10806 -2.66329 0.44238  0.05
H 0.05188 -3.76240 2.10639  0.00
C 1.93618 -1.50362 0.48435  -0.02
C 1.98430 -0.99223 1.81187  0.06
H 2.62733 -0.19768 2.15674  0.00
H 1.03706 -1.80196 3.71440  0.00
H 0.96413 -3.33158 -0.41357  0.00
H 2.48047 -1.10223 -0.36489  0.00
C -2.01510 0.30951 2.15667  0.05
C -1.98225 -0.91254 2.93512  0.00
C -2.29461 -1.99486 2.01134  -0.01
H -1.84541 -0.98903 4.02732  0.00
C -2.60127 -1.43338 0.71547  0.05
C -2.46000 -0.00483 0.82134  0.01
H -2.66968 0.71627 0.03857  0.00
H -1.75219 1.30685 2.46794  0.01
H -2.37582 -3.05425 2.24902  0.00
H -2.94413 -1.99147 -0.15637  0.01
Mo -0.48672 -1.01089 1.10737  1.63
C 0.61179 3.95610 4.00489  0.00
S 1.53954 2.60421 3.30822  0.00
C 1.20996 1.30609 4.53978  0.00
O 0.88116 2.16457 2.03572  0.02
H 1.30948 4.42974 4.69396  0.00
H -0.28265 3.60486 4.51884  0.00
H 0.33798 4.62885 3.19457  0.00
H 0.24194 0.81843 4.32263  0.00
H 2.03913 0.58212 4.47289  0.00
H 1.21195 1.77888 5.53475  0.00

---

Entry 3:
DFT (the ωB97M-V functional and the def2-TZVPD basis) results for a structure of composition C16H25ClSTi at a distorted geometry.

Results
Energy relative to the best compared isomer or geometry (same formula, charge and spin) = 0.227 eV
Molecular weight = 332.8 g mol⁻¹
Charge = +2
HOMO level (alpha / beta) = -16.3 / -16.3 eV
HOMO-LUMO gap (alpha / beta) = 0.29176 / 0.29179 hartree
LUMO level (alpha / beta) = -8.403 / -8.403 eV

Each line ends with the Löwdin charge.
Atoms and positions in Å:
C -0.60750 -1.89724 -3.20815  -0.75
C -2.06145 -1.57539 -3.57588  -0.09
C 0.33682 -1.50292 -4.35092  -0.09
C -0.43867 -3.37802 -2.84952  -0.10
Cl -0.13176 -0.87302 -1.61243  0.66
H 0.09061 -2.08378 -5.25098  0.11
H 1.38109 -1.74175 -4.10504  0.09
H 0.21683 -0.44466 -4.62461  0.09
H -2.35341 -2.17036 -4.45280  0.11
H -2.17966 -0.52108 -3.86738  0.09
H -2.75533 -1.85185 -2.76859  0.09
H -0.71497 -3.99766 -3.71221  0.11
H -1.10567 -3.67064 -2.02558  0.09
H 0.61131 -3.61162 -2.62046  0.09
C 0.41379 3.12907 1.01314  -0.07
C 1.44377 2.64932 0.16329  -0.15
C 0.83924 1.90291 -0.90653  -0.22
H 2.49506 2.92695 0.20617  0.14
C -0.58242 2.01603 -0.76983  -0.13
C -0.86240 2.74980 0.43060  -0.09
H -1.84846 3.06885 0.74776  0.12
H 0.56170 3.78348 1.87721  0.15
H 1.35064 1.33995 -1.69905  0.12
H -1.30609 1.66945 -1.52013  0.13
C 1.77704 -0.93876 2.46756  -0.08
C 2.28690 0.41846 2.49064  -0.07
C 2.77312 0.69680 1.16988  -0.17
H 2.40422 1.07501 3.36582  0.15
C 2.39819 -0.38728 0.31458  -0.19
C 1.82334 -1.41950 1.13437  -0.07
H 1.56474 -2.41638 0.79203  0.14
H 1.56310 -1.56472 3.34814  0.13
H 3.46351 1.47661 0.91690  0.13
H 2.59118 -0.48961 -0.73497  0.12
Ti 0.57483 0.70974 0.88436  0.81
C -0.91629 -0.25656 4.10030  -0.33
S -1.29618 0.72274 2.63467  0.84
C -2.61838 1.80128 3.26958  -0.28
H -0.06952 -0.93442 3.86120  0.01
H -1.82322 -0.85428 4.35611  0.08
H -0.62904 0.42587 4.93225  0.08
H -3.11142 1.27796 4.09589  0.07
H -2.19596 2.75062 3.61021  0.07
H -3.35325 1.99063 2.47241  0.06

---

Entry 4:
DFT (the ωB97M-V functional and the def2-TZVPD basis) results for an isolated molecule of C16H25NO3.

Results
Energy relative to the best compared isomer or geometry (same formula, charge and spin) = 3.015 eV
Molecular weight = 279.4 g mol⁻¹
SMILES = COc1cccc(OC)c1OCCCCN1CCCC1
Charge = 0
HOMO level = -8.2 eV
HOMO-LUMO gap = 0.33355 hartree
LUMO level = 0.869 eV

Each line ends with the Löwdin charge.
Atoms and positions in Å:
C 0.68555 4.43303 -1.37221  -0.08
O 1.20366 3.32921 -0.67258  -0.09
C 0.40659 2.69825 0.24319  -0.19
C -0.88815 3.09964 0.54370  -0.03
C -1.62827 2.42828 1.50075  -0.08
C -1.07885 1.36561 2.18451  -0.02
C 0.21076 0.93960 1.88954  -0.22
O 0.67309 -0.17389 2.55612  -0.11
C 1.88004 -0.02637 3.28083  -0.06
C 0.96019 1.58085 0.89655  -0.13
O 2.22643 1.10984 0.64336  -0.05
C 2.58127 0.83552 -0.70379  -0.18
C 1.60993 -0.12257 -1.39043  -0.16
C 1.51434 -1.46240 -0.66514  -0.17
C 0.38340 -2.32134 -1.23093  -0.20
N -0.89355 -1.62956 -1.14256  -0.18
C -1.92965 -2.19561 -1.98762  -0.19
C -2.55947 -3.36237 -1.19902  -0.17
C -2.31280 -2.97857 0.26777  -0.16
C -1.49187 -1.67053 0.18301  -0.18
H 0.42241 5.25194 -0.69516  0.10
H 1.48589 4.75989 -2.03485  0.10
H -0.18874 4.15741 -1.97061  0.10
H -1.32851 3.94264 0.03658  0.10
H -2.63434 2.75222 1.71876  0.10
H -1.63469 0.83326 2.93963  0.12
H 1.76088 0.71442 4.07904  0.10
H 2.70850 0.26851 2.63536  0.09
H 2.08002 -1.00273 3.71984  0.09
H 3.57303 0.38092 -0.62096  0.13
H 2.66232 1.76508 -1.27647  0.11
H 1.94220 -0.27264 -2.41943  0.12
H 0.61383 0.32317 -1.41511  0.11
H 2.45601 -2.00818 -0.76104  0.12
H 1.34094 -1.28025 0.39527  0.10
H 0.58450 -2.50745 -2.29010  0.12
H 0.37356 -3.29344 -0.71222  0.12
H -2.67935 -1.41521 -2.15284  0.11
H -1.53025 -2.50060 -2.95456  0.11
H -2.05914 -4.29855 -1.44818  0.10
H -3.61761 -3.47289 -1.42860  0.10
H -3.24191 -2.82010 0.81203  0.10
H -1.74840 -3.75310 0.78656  0.10
H -2.15577 -0.80509 0.26956  0.12
H -0.73803 -1.59584 0.96245  0.10